[1]
{
  "formula": "C49H44ClIN5O3Sn",
  "method": "ωB97M-V/def2-TZVPD",
  "e_above_lowest_ev": 0.000,
  "e_lumo_ev": -2.856,
  "charge": 1,
  "gap_ev": 7.526,
  "e_homo_ev": -10.382,
  "total_energy_ev": -91573.2631,
  "symbols": ["Sn", "O", "C", "C", "C", "C", "C", "C", "C", "C", "C", "O", "C", "C", "C", "C", "C", "C", "C", "C", "C", "C", "C", "C", "N", "C", "C", "C", "C", "C", "C", "C", "C", "C", "C", "C", "C", "H", "H", "H", "H", "H", "H", "H", "H", "H", "H", "H", "H", "H", "H", "H", "H", "H", "H", "H", "H", "H", "H", "H", "H", "H", "H", "H", "Cl", "C", "C", "C", "I", "C", "O", "C", "N", "C", "C", "C", "C", "H", "H", "H", "H", "C", "C", "N", "C", "N", "C", "C", "C", "N", "C", "H", "H", "H", "H", "H", "H", "H", "H", "H", "H", "H", "H", "H"],
  "xyz": [[0.97, 0.28, -0.10], [0.05, -0.83, 1.25], [0.03, -0.82, 2.70], [0.89, 0.34, 3.22], [0.25, 1.62, 2.84], [-0.44, 2.38, 3.78], [-1.01, 3.57, 3.39], [-0.87, 3.98, 2.07], [-0.18, 3.18, 1.18], [0.04, 3.62, -0.22], [-0.61, 2.65, -1.22], [0.26, 1.55, -1.40], [-2.04, 2.22, -0.87], [-2.99, 3.13, -0.40], [-4.29, 2.73, -0.16], [-4.67, 1.41, -0.38], [-3.73, 0.49, -0.82], [-2.42, 0.90, -1.07], [-0.73, 3.37, -2.59], [-1.21, 4.68, -2.69], [-1.28, 5.32, -3.92], [-0.87, 4.67, -5.08], [-0.43, 3.36, -5.00], [-0.36, 2.72, -3.76], [0.38, 2.01, 1.55], [0.61, -2.16, 3.17], [-0.23, -3.25, 3.42], [0.29, -4.49, 3.76], [1.67, -4.67, 3.84], [2.51, -3.60, 3.58], [1.98, -2.36, 3.24], [-1.39, -0.60, 3.21], [-1.68, -0.80, 4.56], [-2.95, -0.54, 5.06], [-3.94, -0.06, 4.21], [-3.66, 0.14, 2.87], [-2.39, -0.12, 2.37], [1.86, 0.28, 2.74], [1.02, 0.26, 4.30], [-0.51, 2.03, 4.80], [-1.55, 4.19, 4.10], [-1.27, 4.93, 1.74], [1.11, 3.57, -0.44], [-0.28, 4.64, -0.35], [-2.72, 4.16, -0.23], [-5.02, 3.45, 0.19], [-5.70, 1.10, -0.21], [-4.02, -0.54, -0.99], [-1.69, 0.18, -1.42], [-1.55, 5.22, -1.82], [-1.65, 6.34, -3.97], [-0.91, 5.18, -6.04], [-0.13, 2.83, -5.89], [-0.02, 1.70, -3.71], [-1.30, -3.12, 3.36], [-0.38, -5.32, 3.96], [2.08, -5.64, 4.11], [3.58, -3.72, 3.65], [2.66, -1.55, 3.02], [-0.91, -1.17, 5.23], [-3.16, -0.70, 6.11], [-4.93, 0.16, 4.60], [-4.43, 0.50, 2.19], [-2.17, 0.05, 1.33], [8.01, 0.02, -1.47], [6.44, 0.11, -0.75], [6.32, -0.02, 0.60], [5.06, 0.09, 1.22], [4.93, -0.02, 3.28], [3.91, 0.38, 0.49], [2.73, 0.61, 1.02], [4.05, 0.47, -0.92], [2.90, 0.67, -1.61], [2.98, 0.87, -2.91], [4.19, 0.84, -3.61], [5.34, 0.54, -2.95], [5.30, 0.35, -1.55], [7.20, -0.20, 1.20], [2.06, 1.08, -3.42], [4.19, 1.03, -4.68], [6.28, 0.46, -3.47], [-1.85, -4.86, -0.87], [-0.95, -4.39, 0.24], [-0.32, -3.12, -0.12], [-0.22, -2.61, -1.35], [0.28, -1.37, -1.54], [0.48, -0.94, -2.93], [-0.62, -1.44, -3.84], [-0.61, -2.94, -3.77], [-0.64, -3.39, -2.39], [-1.07, -4.77, -2.16], [-2.73, -4.22, -0.94], [-2.18, -5.89, -0.70], [-0.17, -5.14, 0.43], [-1.50, -4.25, 1.16], [-0.17, -2.44, 0.63], [1.45, -1.30, -3.30], [0.48, 0.14, -2.93], [-0.47, -1.11, -4.86], [-1.58, -1.06, -3.48], [0.28, -3.33, -4.27], [-1.48, -3.36, -4.28], [-0.20, -5.43, -2.12], [-1.68, -5.07, -3.01]],
  "lowdin_charge": [1.449, -0.283, -0.382, -0.073, -0.228, 0.008, -0.011, -0.005, -0.236, -0.044, -0.404, -0.299, -0.131, -0.022, -0.056, -0.093, -0.075, -0.036, -0.118, -0.033, -0.065, -0.081, -0.067, -0.018, 0.138, -0.146, -0.051, -0.072, -0.075, -0.060, -0.039, -0.179, -0.045, -0.065, -0.076, -0.054, -0.007, 0.048, 0.146, 0.127, 0.121, 0.121, 0.148, 0.113, 0.107, 0.111, 0.109, 0.111, 0.085, 0.102, 0.109, 0.107, 0.105, 0.077, 0.118, 0.109, 0.107, 0.106, 0.004, 0.127, 0.108, 0.105, 0.090, 0.088, 0.730, -0.606, -0.159, -0.611, 1.071, -0.392, -0.216, -0.143, 0.083, -0.092, -0.013, 0.007, -0.160, 0.100, 0.094, 0.118, 0.102, -0.152, -0.158, 0.121, -0.311, -0.007, -0.251, -0.146, -0.145, -0.023, -0.135, 0.127, 0.126, 0.127, 0.112, 0.091, 0.126, 0.034, 0.129, 0.123, 0.135, 0.126, 0.137, 0.124]
}

[2]
{
  "formula": "C49H44FGe2N5O7SeTi",
  "method": "ωB97M-V/def2-TZVPD",
  "e_above_lowest_ev": 0.000,
  "e_lumo_ev": -12.039,
  "charge": 4,
  "gap_ev": 4.389,
  "e_homo_ev": -16.428,
  "total_energy_ev": -277486.5311,
  "symbols": ["Ti", "O", "C", "O", "C", "C", "C", "C", "C", "N", "C", "O", "O", "H", "H", "H", "H", "F", "C", "C", "C", "C", "O", "C", "C", "N", "C", "C", "C", "C", "C", "C", "N", "C", "C", "N", "C", "C", "C", "O", "O", "H", "H", "H", "H", "H", "H", "H", "H", "H", "H", "H", "H", "H", "H", "H", "H", "H", "H", "Ge", "C", "C", "C", "C", "C", "C", "C", "C", "C", "C", "C", "C", "H", "H", "H", "H", "H", "H", "H", "H", "H", "H", "H", "Ge", "C", "C", "C", "C", "C", "C", "C", "C", "C", "C", "C", "C", "H", "H", "H", "H", "H", "H", "H", "H", "H", "H", "H", "Se", "C", "N"],
  "xyz": [[1.19, 1.13, 1.15], [1.13, 4.96, 2.43], [1.25, 3.70, 2.23], [0.34, 3.00, 1.74], [2.52, 3.13, 2.70], [3.70, 3.77, 3.07], [4.70, 2.93, 3.57], [4.51, 1.56, 3.70], [3.36, 0.95, 3.15], [2.31, 1.77, 2.82], [3.06, -0.46, 3.14], [3.80, -1.34, 3.48], [1.77, -0.74, 2.67], [0.24, 5.29, 2.13], [3.79, 4.86, 3.04], [5.63, 3.39, 3.85], [5.24, 0.93, 4.20], [-4.21, -2.53, -0.77], [-3.61, -1.46, -1.41], [-2.49, -0.87, -0.89], [-2.06, 0.40, -1.34], [-0.98, 1.10, -0.75], [-0.59, 0.73, 0.50], [-0.46, 2.23, -1.45], [-1.19, 2.75, -2.50], [-2.39, 2.21, -2.91], [-3.09, 2.82, -4.02], [-4.41, 3.51, -3.75], [-3.17, 4.29, -4.06], [-2.75, 0.97, -2.45], [-3.81, 0.29, -3.00], [-4.35, -0.94, -2.51], [-5.46, -1.53, -3.10], [-5.69, -2.96, -3.12], [-6.20, -3.48, -4.48], [-7.36, -2.63, -4.98], [-7.03, -1.16, -4.90], [-6.64, -0.80, -3.49], [0.85, 2.89, -1.12], [1.17, 4.01, -1.43], [1.68, 2.07, -0.40], [-1.96, -1.33, -0.04], [-0.79, 3.63, -3.02], [-2.97, 2.31, -5.00], [-4.73, 3.42, -2.70], [-5.16, 3.47, -4.56], [-2.71, 4.82, -3.19], [-3.10, 4.76, -5.05], [-4.31, 0.75, -3.83], [-6.45, -3.25, -2.34], [-4.78, -3.47, -2.84], [-6.55, -4.50, -4.32], [-5.40, -3.48, -5.23], [-8.17, -2.82, -4.37], [-7.65, -2.88, -5.93], [-7.91, -0.57, -5.17], [-6.23, -0.99, -5.64], [-7.49, -1.04, -2.77], [-6.46, 0.29, -3.43], [0.37, -1.58, 3.59], [1.31, -2.41, 5.09], [1.71, -1.61, 6.16], [2.72, -2.07, 7.00], [3.21, -3.36, 6.86], [2.74, -4.17, 5.83], [1.77, -3.71, 4.97], [-1.05, -0.35, 4.14], [-0.81, 0.85, 4.82], [-1.65, 1.96, 4.60], [-2.73, 1.84, 3.75], [-3.10, 0.57, 3.32], [-2.30, -0.52, 3.54], [-0.17, -2.66, 2.64], [1.25, -0.64, 6.31], [3.07, -1.42, 7.79], [3.97, -3.74, 7.54], [3.14, -5.17, 5.73], [1.35, -4.36, 4.21], [0.03, 0.95, 5.51], [-1.43, 2.90, 5.12], [-3.31, 2.70, 3.46], [-4.07, 0.41, 2.81], [-2.67, -1.50, 3.17], [4.05, 0.10, -0.63], [3.67, 0.36, -2.51], [3.18, -0.67, -3.31], [2.53, -0.36, -4.49], [2.42, 0.94, -4.91], [2.99, 1.98, -4.19], [3.63, 1.71, -2.99], [5.26, -1.33, -0.09], [5.06, -2.67, -0.43], [5.94, -3.62, 0.07], [6.98, -3.24, 0.88], [7.20, -1.90, 1.19], [6.34, -0.95, 0.69], [4.41, 1.39, 0.10], [3.27, -1.71, -3.02], [2.14, -1.18, -5.12], [1.91, 1.18, -5.84], [3.01, 2.98, -4.59], [4.03, 2.51, -2.38], [4.21, -2.95, -1.05], [5.81, -4.67, -0.19], [7.66, -4.01, 1.31], [8.05, -1.59, 1.78], [6.50, 0.10, 0.90], [0.91, -3.03, -0.42], [1.71, -1.60, -0.09], [2.33, -0.56, 0.09]],
  "lowdin_charge": [1.313, 0.255, -0.405, 0.029, -0.127, 0.107, 0.068, 0.109, -0.128, 0.069, -0.461, 0.232, -0.283, 0.208, 0.164, 0.140, 0.158, 0.070, -0.131, 0.097, -0.047, -0.157, -0.113, -0.005, 0.110, 0.049, -0.285, -0.069, -0.086, -0.111, 0.086, -0.085, -0.083, -0.121, -0.051, 0.081, -0.085, -0.128, -0.455, 0.183, -0.166, 0.128, 0.176, 0.179, 0.130, 0.130, 0.134, 0.139, 0.108, 0.153, 0.139, 0.145, 0.150, 0.192, 0.195, 0.149, 0.153, 0.171, 0.143, 1.041, -0.323, -0.113, -0.059, -0.040, -0.052, -0.116, -0.302, -0.092, -0.072, -0.076, -0.081, -0.130, 0.014, 0.085, 0.115, 0.124, 0.119, 0.103, 0.098, 0.120, 0.114, 0.125, 0.117, 1.026, -0.296, -0.108, -0.077, -0.071, -0.073, -0.109, -0.326, -0.097, -0.058, -0.048, -0.054, -0.144, 0.021, 0.102, 0.127, 0.117, 0.118, 0.103, 0.080, 0.123, 0.138, 0.116, 0.088, 0.943, -0.874, -0.146]
}